1.
Density functional theory data (wB97M-V/def2-TZVPD) for 7 unconnected molecules or ions with the total composition C33H70N2O11P.

The HOMO-LUMO gap comes out at 7.4 eV. The value obtained for the largest force on an atom is 3.3 eV/Å. Its charge is -1. The calculation puts the HOMO energy at -0.1892 Eh. Its spin multiplicity is 1. The calculation puts the total energy at -2577.7955 a.u.

CARTESIAN COORDINATES (ANGSTROEM)
C -4.58 -4.26 1.57
C -4.27 -5.54 0.69
C -3.03 -5.23 -0.26
C -3.47 -4.45 -1.57
C -2.21 -3.95 -2.40
C -1.70 -2.56 -1.82
C -0.99 -1.66 -2.92
C -1.14 -0.09 -2.59
N 0.20 0.44 -2.33
N 0.74 1.29 -3.28
C 0.00 2.54 -3.54
C 0.86 3.85 -3.29
C -0.05 5.07 -3.76
C 0.23 6.39 -2.94
C 0.52 0.73 -0.96
O 0.15 -0.46 -0.17
C 1.19 -1.37 -0.07
O 1.65 -2.01 -0.98
C 1.81 -1.61 1.34
C 2.85 -2.63 1.47
C 3.49 -2.89 2.74
C 3.07 -2.10 3.90
C 2.03 -1.10 3.79
C 1.39 -0.86 2.50
P -0.44 2.14 -0.14
O -1.90 2.23 -0.53
C 2.06 1.07 -0.69
O 2.98 0.81 -1.46
O 2.24 1.71 0.44
H -4.78 -4.59 2.63
H -3.76 -3.51 1.56
H -5.51 -3.79 1.16
H -3.95 -6.41 1.33
H -5.15 -5.87 0.09
H -2.36 -4.52 0.30
H -2.47 -6.18 -0.55
H -4.08 -3.58 -1.21
H -4.17 -5.07 -2.20
H -2.53 -3.88 -3.47
H -1.41 -4.74 -2.35
H -1.00 -2.83 -0.98
H -2.62 -2.04 -1.43
H 0.08 -1.95 -3.06
H -1.52 -1.87 -3.89
H -1.69 0.34 -3.47
H -1.85 -0.06 -1.72
H 0.83 0.79 -4.15
H -0.26 2.58 -4.65
H -0.95 2.68 -2.96
H 1.86 3.81 -3.82
H 1.05 4.02 -2.20
H 0.03 5.21 -4.87
H -1.10 4.76 -3.50
H -0.34 6.31 -1.97
H 1.31 6.58 -2.74
H -0.26 7.24 -3.50
H 3.13 -3.21 0.56
H 4.28 -3.65 2.87
H 3.58 -2.30 4.87
H 1.70 -0.52 4.67
H 0.58 -0.11 2.40
H 0.26 3.38 -0.29
H -0.39 1.87 1.27
C -4.13 0.23 -6.96
C -3.00 1.25 -6.90
O -3.43 2.40 -6.20
H -5.01 0.66 -7.46
H -3.82 -0.66 -7.51
H -4.44 -0.06 -5.96
H -2.71 1.55 -7.91
H -2.13 0.83 -6.40
H -3.68 2.13 -5.31
C 4.21 3.23 5.93
C 4.12 1.83 5.36
O 2.88 1.65 4.69
H 3.39 3.40 6.63
H 5.16 3.38 6.46
H 4.13 3.97 5.14
H 4.19 1.08 6.15
H 4.94 1.65 4.65
H 2.83 2.31 3.98
C -0.12 4.55 5.43
C 1.14 5.28 5.01
O 1.86 4.52 4.04
H 0.13 3.57 5.84
H -0.67 5.11 6.18
H -0.77 4.38 4.56
H 1.80 5.43 5.87
H 0.90 6.26 4.59
H 1.28 4.40 3.28
C -2.90 2.19 8.58
C -1.66 1.73 7.84
O -0.61 2.68 7.99
H -3.23 3.16 8.20
H -3.72 1.47 8.47
H -2.69 2.33 9.65
H -1.87 1.61 6.78
H -1.32 0.76 8.23
H -0.42 2.76 8.93
C 4.56 1.42 -5.35
C 5.05 2.54 -4.45
O 3.97 3.12 -3.75
H 3.82 1.80 -6.07
H 5.38 0.96 -5.90
H 4.06 0.64 -4.76
H 5.53 3.32 -5.05
H 5.78 2.16 -3.73
H 3.55 2.42 -3.22
C 0.03 -9.20 -1.09
C -0.83 -8.13 -1.75
O -0.35 -6.84 -1.42
H 0.03 -9.07 -0.01
H -0.34 -10.20 -1.33
H 1.07 -9.12 -1.43
H -1.86 -8.21 -1.40
H -0.83 -8.25 -2.84
H 0.56 -6.77 -1.74



2.
Density functional theory data (wB97M-V/def2-TZVPD) for 4 unconnected molecules or ions with the total composition C33H71BF3N4O12.

The HOMO-LUMO gap comes out at 7.3 eV. The value obtained for the largest force on an atom is 1.8 eV/Å. Its charge is +1. The calculation puts the HOMO energy at -0.3632 Eh. Its spin multiplicity is 1. The calculation puts the total energy at -2745.9720 a.u.

CARTESIAN COORDINATES (ANGSTROEM)
C 5.68 -3.11 -1.37
C 4.81 -1.85 -1.47
B 4.67 -1.31 -2.93
O 4.66 -2.11 -4.02
N 4.43 0.19 -3.08
C 5.21 1.09 -3.67
N 6.37 0.78 -4.35
C 6.24 -0.03 -5.59
C 7.38 -1.01 -5.84
C 8.73 -0.61 -5.25
C 9.86 -1.56 -5.69
N 10.62 -0.93 -6.78
C 11.42 0.19 -6.35
C 12.26 0.04 -5.11
O 11.38 1.24 -6.97
C 7.00 2.10 -4.57
C 6.42 2.94 -3.44
C 6.59 4.43 -3.64
C 6.75 5.34 -2.40
O 5.51 5.90 -1.98
C 7.36 4.68 -1.18
F 6.55 3.77 -0.62
F 7.65 5.57 -0.24
F 8.50 4.05 -1.52
N 5.00 2.43 -3.54
C 4.12 2.88 -2.45
H 5.93 -3.32 -0.34
H 5.17 -3.97 -1.81
H 6.62 -2.97 -1.92
H 5.17 -1.06 -0.81
H 3.79 -2.07 -1.12
H 5.45 -2.64 -4.16
H 3.62 0.56 -2.60
H 5.30 -0.57 -5.57
H 6.17 0.67 -6.44
H 7.52 -1.09 -6.92
H 7.13 -2.02 -5.50
H 8.69 -0.52 -4.16
H 8.99 0.38 -5.63
H 9.42 -2.48 -6.11
H 10.47 -1.88 -4.84
H 11.20 -1.60 -7.26
H 12.60 -0.99 -4.98
H 13.10 0.72 -5.18
H 11.65 0.29 -4.23
H 8.09 2.08 -4.58
H 6.64 2.51 -5.52
H 6.86 2.53 -2.53
H 7.46 4.59 -4.29
H 5.73 4.81 -4.18
H 7.45 6.14 -2.66
H 5.39 6.75 -2.40
H 4.22 3.96 -2.33
H 4.37 2.38 -1.51
H 3.08 2.65 -2.70
C -0.02 -2.38 -1.99
O 0.20 -2.36 -0.60
C -0.92 -2.08 0.22
C -1.44 -3.22 1.08
O -1.81 -4.44 0.49
C -0.87 -5.22 -0.22
C 0.27 -5.87 0.56
O 1.13 -5.00 1.26
C 1.01 -5.00 2.67
H 0.55 -1.57 -2.46
H 0.36 -3.32 -2.41
H -1.07 -2.28 -2.26
H -1.73 -1.63 -0.37
H -0.60 -1.32 0.94
H -2.36 -2.84 1.54
H -0.76 -3.39 1.92
H -0.49 -4.68 -1.08
H -1.46 -6.05 -0.62
H 0.87 -6.37 -0.21
H -0.12 -6.65 1.22
H 0.16 -5.59 3.01
H 0.88 -3.97 3.03
H 1.92 -5.39 3.12
C -9.70 -1.64 2.72
O -8.59 -1.12 3.42
C -8.37 -1.64 4.71
C -7.14 -2.52 4.89
O -6.96 -3.65 4.07
C -6.80 -3.51 2.68
C -5.52 -2.88 2.15
O -5.23 -1.56 2.57
C -4.21 -1.40 3.52
H -10.44 -0.85 2.56
H -9.39 -1.98 1.73
H -10.17 -2.47 3.24
H -9.26 -2.15 5.09
H -8.18 -0.78 5.37
H -7.22 -2.92 5.90
H -6.23 -1.90 4.89
H -7.67 -3.04 2.22
H -6.79 -4.54 2.30
H -5.65 -2.84 1.07
H -4.66 -3.54 2.33
H -3.83 -2.36 3.90
H -4.57 -0.81 4.37
H -3.38 -0.84 3.08
C -9.85 2.01 7.25
O -9.06 2.53 6.21
C -9.37 2.10 4.90
C -9.98 3.13 3.96
O -11.16 3.81 4.35
C -11.15 4.67 5.47
C -10.37 5.97 5.38
O -8.98 5.87 5.13
C -8.54 6.24 3.85
H -9.25 1.37 7.90
H -10.23 2.83 7.87
H -10.71 1.44 6.88
H -9.99 1.20 4.92
H -8.42 1.83 4.43
H -10.26 2.57 3.07
H -9.22 3.84 3.63
H -10.89 4.12 6.38
H -12.20 4.97 5.58
H -10.47 6.42 6.38
H -10.84 6.65 4.67
H -9.38 6.46 3.17
H -7.94 5.44 3.42
H -7.91 7.13 3.92